Formula: C19H19N5O3S2
Source: the Open Molecules 2025 dataset
Level of theory: ωB97M-V with the def2-TZVPD basis set

```
48
Properties=species:S:1:pos:R:3:forces:R:3
C 8.037665 2.990232 -0.051110 0.0 -0.6 -0.1
H 7.292451 3.309126 -0.773762 0.0 0.1 0.0
H 8.946456 3.570365 -0.178048 0.0 0.0 0.0
H 7.672926 3.094302 0.966463 0.0 0.1 0.0
S 8.511363 1.265940 -0.367337 0.1 0.2 0.0
C 7.018060 0.363157 -0.160520 0.0 0.2 0.0
C 5.795513 0.930415 0.181463 0.2 0.0 -0.1
C 4.675041 0.139453 0.325613 -0.1 -0.1 0.0
C 4.732294 -1.245113 0.129111 0.4 0.5 0.0
C 5.982401 -1.803132 -0.203130 -0.2 0.1 0.0
C 7.098683 -1.019057 -0.350387 0.1 0.1 0.0
H 8.050841 -1.456399 -0.610784 0.1 -0.1 0.0
H 6.061926 -2.869632 -0.355632 0.0 -0.1 0.0
C 3.630921 -2.158100 0.240692 -0.6 -0.2 0.0
C 2.274863 -2.072024 0.340787 0.5 -0.6 -0.1
C 1.436428 -0.887702 0.446920 -0.1 0.7 0.2
N 1.833237 0.269584 0.770064 0.1 0.3 0.1
H 1.091282 0.963427 0.796948 -0.2 -0.2 -0.1
N 0.070627 -1.132557 0.188911 -0.1 -0.6 -0.2
C -0.431798 -2.389762 0.010856 0.2 0.1 0.1
N 0.241183 -3.471913 0.069578 -0.7 -0.7 -0.2
C 1.599330 -3.422810 0.292480 0.3 0.0 0.0
O 2.232481 -4.448541 0.417159 0.0 0.0 0.0
S -2.161299 -2.286740 -0.271303 0.6 -0.1 0.1
C -2.006833 -0.547806 -0.084416 0.2 -0.6 0.0
N -0.822555 -0.125781 0.147656 -0.3 0.9 0.0
C -3.158814 0.389957 -0.178367 -0.1 -0.1 0.0
C -4.448659 -0.333267 -0.541281 0.0 0.5 -0.1
O -4.478738 -1.540956 -0.696585 -0.1 -0.2 0.0
N -5.543666 0.431548 -0.713372 -0.2 0.0 -0.1
C -5.669592 1.843319 -0.440917 -0.1 0.2 0.2
H -6.268672 2.279092 -1.248163 0.1 0.0 0.0
H -4.704055 2.342357 -0.428878 0.0 0.0 -0.1
C -6.392956 2.025782 0.912664 0.1 0.2 0.0
O -7.186802 0.903483 1.218625 0.0 -0.1 0.2
C -7.847785 0.394845 0.084666 -0.1 0.0 -0.2
H -8.533489 -0.368959 0.451777 0.0 0.1 -0.1
C -6.831457 -0.217090 -0.902052 -0.1 -0.3 0.1
H -7.167576 -0.084227 -1.935965 0.0 -0.1 0.0
H -6.685890 -1.281352 -0.710558 -0.1 0.2 -0.1
H -8.432271 1.190707 -0.399772 0.0 -0.1 0.0
H -5.681039 2.111774 1.736426 0.0 0.1 -0.1
H -7.010744 2.936409 0.881698 0.1 -0.1 0.0
H -3.282586 0.890533 0.786290 0.0 0.0 -0.1
H -2.926624 1.150606 -0.928499 -0.1 0.0 0.1
H 3.950336 -3.198157 0.183942 -0.1 0.1 0.0
H 3.732657 0.582329 0.604122 0.1 0.0 0.0
H 5.704954 1.992353 0.345915 0.0 0.1 0.0
```
Forces are in eV/Å.

Calculated values
* SMILES string: [H]/N=C1/C(=C\c2ccc(SC)cc2)C(=O)N=C2SC(CC(=O)N3CCOCC3)=NN21
* max |F|: 0.020 hartree/bohr
* HOMO level: -7.87 eV
* total energy: -55273.7907 eV
* energy above the lowest of the compared OMol25 structures with the same formula, charge and spin: 83.3 kcal/mol
* charge: 0
* HOMO-LUMO gap: 7.38 eV